# 1
Computed, not measured: 7 unconnected molecules or ions with the total composition C20H46Cl8O6, with the ωB97M-V functional and the def2-TZVPD basis.

Each line ends with the Löwdin charge.
Geometry (Å):
C 10.18250 -27.62415 22.31736  -0.116
O 11.44480 -28.20040 22.53308  -0.166
C 12.48078 -27.36429 22.10973  -0.232
C 13.82444 -28.03589 22.30033  -0.220
O 13.79672 -29.30312 21.68452  -0.182
C 14.86781 -30.13340 22.10155  -0.125
H 10.03594 -27.18562 21.32680  0.087
H 10.02316 -26.82233 23.05033  0.087
H 9.43199 -28.39061 22.48934  0.088
H 12.44951 -26.44134 22.69949  0.126
H 12.42155 -27.09121 21.04921  0.127
H 14.02513 -28.13695 23.37649  0.125
H 14.65366 -27.47753 21.85717  0.126
H 14.56614 -30.41943 23.12029  0.096
H 15.85369 -29.66716 22.15494  0.043
H 14.92736 -31.04044 21.50550  0.071
C 22.01242 -34.63770 18.03647  -0.109
O 23.01059 -34.35354 17.05975  -0.202
C 22.83377 -35.11419 15.87350  -0.211
C 23.48607 -34.40228 14.69898  -0.223
O 24.87889 -34.43568 14.78363  -0.173
C 25.47894 -33.24387 15.24814  -0.102
H 22.07996 -35.70717 18.25113  0.082
H 21.02957 -34.33730 17.65770  0.091
H 22.21592 -34.01454 18.90447  0.042
H 21.78258 -35.34144 15.65969  0.122
H 23.32494 -36.07661 16.07121  0.130
H 23.06898 -33.39186 14.64934  0.129
H 23.14137 -34.93867 13.81068  0.123
H 26.49387 -33.50345 15.55246  0.086
H 24.96509 -32.84838 16.12645  0.083
H 25.55762 -32.51485 14.43578  0.086
C 20.71325 -36.74920 20.66546  -0.132
O 21.29080 -37.97391 20.20534  -0.189
C 21.74277 -38.73225 21.29808  -0.229
C 22.61002 -39.89651 20.85151  -0.196
O 23.97295 -39.53092 20.77824  -0.186
C 24.35416 -38.83450 19.61921  -0.113
H 19.87131 -37.00796 21.31407  0.073
H 20.36031 -36.25365 19.76679  0.075
H 21.45212 -36.18557 21.23990  0.039
H 20.94213 -39.11859 21.94546  0.126
H 22.35343 -38.08906 21.94592  0.126
H 22.24935 -40.26112 19.87988  0.127
H 22.57442 -40.77151 21.49766  0.123
H 24.05371 -37.77742 19.71596  0.060
H 23.93016 -39.21508 18.68882  0.092
H 25.44143 -38.76488 19.59075  0.087
Cl 24.47836 -27.99689 19.14744  0.539
C 23.92435 -27.05901 20.54701  -0.663
C 22.41503 -27.07692 20.69161  -0.665
Cl 21.75778 -28.69887 20.88608  0.599
H 24.27357 -26.03370 20.43902  0.074
H 24.42163 -27.48957 21.41278  0.067
H 21.88279 -26.56884 19.89236  0.074
H 22.19332 -26.51798 21.60386  0.075
Cl 18.19031 -31.16640 22.64653  0.594
C 19.03520 -31.09535 21.07710  -0.619
C 20.40322 -31.74373 21.16485  -0.707
Cl 20.33763 -33.50582 21.47073  0.585
H 19.22999 -30.03764 20.90668  0.037
H 18.37243 -31.51954 20.33118  0.075
H 21.02756 -31.35041 21.95877  0.034
H 20.91306 -31.72167 20.20457  0.032
Cl 24.25946 -35.02528 21.14976  0.590
C 24.69643 -33.65937 22.19546  -0.664
C 25.09570 -32.41978 21.43328  -0.627
Cl 23.70496 -31.74348 20.54350  0.577
H 25.47285 -33.98147 22.88992  0.075
H 23.84558 -33.43760 22.84050  0.066
H 25.89442 -32.58513 20.71305  0.072
H 25.46477 -31.64480 22.10400  0.074
Cl 14.57532 -34.26409 22.12999  0.540
C 16.34470 -34.17293 22.33298  -0.700
C 17.04337 -35.50211 22.54674  -0.614
Cl 16.57740 -36.67760 21.24916  0.505
H 16.50545 -33.58643 23.23579  0.048
H 16.79763 -33.65737 21.49112  0.048
H 16.69902 -35.98193 23.45779  0.066
H 18.11635 -35.34905 22.52870  0.039

The value obtained for the frontier orbital gap is 9.57 eV. As for the relative energy (zero: lowest compared OMol25 entry of this formula, charge and spin): 0.179 eV. Its total charge is 0. For the lowest unoccupied orbital energy, the calculation gives 0.0109 Ha. Its structure (SMILES) is COCCOC.COCCOC.COCCOC.ClCCCl.ClCCCl.ClCCCl.ClCCCl.

=====

# 2
Computed, not measured: a molecular structure, C35H49Cl2GeN5ORuS2Si3, with the ωB97M-V functional and the def2-TZVPD basis.

Each line ends with the Löwdin spin population.
Geometry (Å):
Ru 0.36007 -0.08965 0.09626  1.689
N -2.21919 3.45736 0.73517  0.055
C -1.57271 2.30191 0.71324  0.092
S 0.02920 2.23231 -0.02430  0.087
N -2.09874 1.25744 1.33827  0.003
N -1.34801 0.15512 1.28317  0.243
C -1.57978 -0.89039 2.10560  0.155
C -2.01672 -0.67075 3.47366  0.017
C -1.31880 -1.28811 4.51870  0.017
C -1.63886 -1.00341 5.83869  0.000
C -2.68407 -0.15471 6.13093  0.014
C -3.39218 0.45471 5.09637  -0.001
C -3.06553 0.20410 3.78157  0.013
C -1.02604 -2.17242 1.65924  0.092
C -1.29543 -3.41197 2.28262  0.034
C -0.74440 -4.57194 1.74392  0.052
C 0.13766 -4.44740 0.67699  0.074
C 0.40171 -3.20899 0.13588  0.021
N -0.14935 -2.08333 0.62304  0.120
H -1.85357 4.21261 0.16628  0.003
H -3.16921 3.54898 1.10940  0.002
H -0.51594 -1.97594 4.29930  0.001
H -1.06922 -1.46027 6.63852  0.000
H -2.95626 0.04075 7.16227  0.001
H -4.18721 1.14087 5.33886  0.000
H -3.62592 0.67014 2.97862  0.001
H -1.94450 -3.48492 3.14467  0.001
H -1.00092 -5.53747 2.15510  0.002
H 0.65632 -5.29036 0.27682  0.004
H 1.10317 -3.09946 -0.68774  -0.001
Cl 4.26302 0.95394 -2.31147  0.033
C 4.38422 -0.31051 -1.15821  0.114
C 5.56669 -1.02493 -1.07030  -0.017
C 5.75428 -2.00500 -0.10109  0.120
C 4.74975 -2.27152 0.82220  -0.015
C 3.57679 -1.54056 0.75868  0.125
Cl 2.42989 -1.75842 2.01306  0.034
C 3.27987 -0.60456 -0.29305  0.072
N 2.04797 -0.19861 -0.50053  0.694
H 6.37777 -0.77964 -1.75158  -0.003
H 6.69118 -2.55550 -0.07675  0.008
H 4.86085 -3.03715 1.58937  -0.002
C 1.41866 2.22892 -3.43648  0.003
Si -0.38811 1.74393 -3.54137  0.006
C -1.48687 3.17586 -3.07213  0.006
C -0.71417 1.40146 -5.35729  -0.001
Ge -0.75307 -0.22061 -2.08113  -0.028
Si -3.19405 -0.47489 -1.87840  -0.002
C -3.69427 -1.80454 -0.67625  0.003
C -3.73002 -1.00951 -3.58677  -0.002
C -4.10180 1.11525 -1.50779  0.001
Si 0.16162 -2.19555 -3.32895  0.001
C 1.99492 -2.41113 -3.10799  0.003
C -0.83018 -3.69766 -2.79609  0.002
C -0.04195 -1.97879 -5.17010  -0.001
H 1.53934 3.14414 -4.02390  0.001
H 2.05480 1.45425 -3.85805  0.000
H 1.72973 2.43121 -2.42052  0.000
H -1.00375 4.10692 -3.35809  0.000
H -1.68097 3.22622 -2.00612  0.002
H -2.44344 3.09826 -3.58081  0.000
H -0.66011 2.35452 -5.87457  0.000
H -1.69364 0.97805 -5.54154  0.000
H 0.03313 0.76265 -5.79497  0.000
H -3.28838 -2.76888 -0.93114  0.000
H -4.77801 -1.86311 -0.68974  0.000
H -3.39965 -1.57496 0.35647  0.002
H -3.34602 -1.97976 -3.88780  0.000
H -3.47048 -0.29737 -4.35277  0.000
H -4.80678 -1.09428 -3.56501  0.000
H -3.76150 1.62939 -0.61170  0.001
H -5.13999 0.88139 -1.34138  0.000
H -4.02999 1.81408 -2.34517  0.000
H 2.31938 -2.42237 -2.08009  0.000
H 2.55432 -1.65766 -3.65516  0.000
H 2.24718 -3.36276 -3.56444  0.001
H -1.34079 -3.58954 -1.84439  0.000
H -0.16227 -4.55372 -2.68535  0.000
H -1.58964 -3.91261 -3.54024  0.000
H 0.73800 -1.34709 -5.58427  0.000
H -0.98668 -1.51660 -5.43076  0.000
H -0.00725 -2.93805 -5.67105  0.000
C 0.60340 1.81231 4.73153  0.006
S 0.55398 1.95296 2.91804  0.007
O 0.92274 0.61321 2.37156  0.032
C 1.96556 3.03658 2.72461  0.001
C 1.78706 4.39570 2.55000  0.001
C 2.91774 5.19771 2.47568  0.000
C 4.17600 4.64851 2.65878  0.000
C 4.33011 3.29494 2.86865  0.000
C 3.21116 2.46263 2.87053  0.000
H 1.48541 1.22426 4.98388  0.000
H -0.30765 1.31838 5.05133  0.000
H 0.63421 2.80683 5.17449  0.000
H 0.80138 4.81176 2.46009  0.000
H 2.80343 6.25750 2.29052  0.000
H 5.03484 5.30980 2.61415  0.000
H 5.32057 2.88265 3.01310  0.000
H 3.29497 1.39687 2.95490  0.000

Its multiplicity is 5. The value obtained for the frontier orbital gap (alpha / beta) is 5.50 / 5.99 eV. Its total charge is 0. For the lowest unoccupied orbital energy (alpha / beta), the calculation gives 0.0137 / -0.0392 Ha.

=====

# 3
Computed, not measured: a molecular structure, C18H60O12, with the ωB97M-V functional and the def2-TZVPD basis.

Each line ends with the Löwdin charge.
Geometry (Å):
C -1.31490 -2.73151 -2.99298  -0.043
C 0.00754 -2.49162 -2.19293  -0.329
O 0.82670 -3.63777 -2.17653  -0.072
H -1.03489 -2.95230 -4.02301  0.095
H -1.92329 -1.82733 -2.97172  0.049
H -1.93368 -3.50224 -2.53346  0.078
H -0.20366 -2.15296 -1.17863  0.031
H 0.55929 -1.70689 -2.71049  0.098
H 0.46824 -4.22450 -1.50656  0.103
C -1.66947 2.51357 0.53287  -0.143
C -1.88319 3.08557 1.94177  -0.262
O -2.98002 3.95671 1.92260  -0.043
H -0.78687 1.88097 0.43846  0.066
H -1.56717 3.26558 -0.24950  0.076
H -2.49698 1.85347 0.27291  0.028
H -0.97765 3.59981 2.26372  0.131
H -2.04937 2.33041 2.71003  0.085
H -3.75277 3.58107 1.49440  0.087
C 2.66934 -1.97408 -1.42595  -0.045
C 2.29398 -2.63319 -0.08301  -0.187
O 2.56136 -1.76236 1.02728  -0.095
H 2.64777 -2.73270 -2.20837  0.095
H 3.67845 -1.56553 -1.37253  0.073
H 2.00227 -1.16077 -1.71166  0.069
H 2.85106 -3.55071 0.10650  0.136
H 1.23615 -2.88835 -0.01988  0.088
H 2.31253 -2.16677 1.86163  0.116
C 0.29467 -1.32202 3.37746  -0.040
C 0.15058 0.05057 4.04170  -0.199
O -0.91226 0.77061 3.41389  -0.088
H -0.66193 -1.83800 3.29504  0.083
H 1.00636 -1.94053 3.92432  0.104
H 0.60493 -1.19214 2.34065  0.056
H 1.09597 0.59045 3.98783  0.097
H 0.00888 -0.04157 5.11850  0.131
H -0.90262 1.67674 3.73081  0.138
C 0.23145 3.96033 -0.76040  -0.064
C 0.43963 2.62044 -1.50462  -0.213
O 1.26288 1.80799 -0.69860  -0.179
H -0.12680 3.75668 0.24870  0.045
H -0.42446 4.61491 -1.33432  0.094
H 1.17155 4.50283 -0.66046  0.095
H 0.94410 2.72205 -2.46550  0.136
H -0.53953 2.17106 -1.67009  0.066
H 0.83066 0.95080 -0.70165  -0.024
C 3.22796 0.68387 -0.07563  -0.091
C 4.62395 0.11360 0.02883  -0.290
O 4.61104 -0.99980 0.87788  -0.088
H 2.60276 0.02925 -0.68283  0.039
H 3.22558 1.68645 -0.50332  0.108
H 2.79981 0.89573 0.90412  0.071
H 5.45744 0.79802 0.18683  0.115
H 4.76437 -0.19644 -1.00666  0.083
H 3.87054 -1.59902 0.75875  -0.059
C -0.76940 0.21808 -3.29758  -0.188
O -0.07296 -0.06536 -4.44998  -0.047
H -0.33637 -0.32450 -2.45722  0.065
H -0.83253 1.26339 -2.99518  0.085
H -1.76391 -0.21329 -3.41144  0.079
H -0.54817 -0.71875 -4.96850  0.086
C -2.82438 0.86831 -1.46514  -0.035
O -2.01493 -0.30894 -1.29757  -0.179
H -3.53953 0.90816 -0.64351  0.106
H -2.25965 1.79768 -1.39134  0.092
H -3.36226 0.91541 -2.41201  0.123
H -2.54919 -1.10649 -1.30720  0.120
C -2.43498 0.09312 1.31761  -0.104
O -1.69658 -0.75370 2.24703  -0.189
H -2.96141 0.86169 1.88353  0.103
H -1.71581 0.57554 0.65567  0.037
H -3.20153 -0.50321 0.82275  0.103
H -1.19721 -0.15227 2.80425  -0.173
C -2.01133 -2.73605 -0.01191  -0.168
O -1.19949 -3.46423 0.90751  -0.061
H -1.68782 -3.03981 -1.00749  0.035
H -3.06248 -3.00058 0.10296  0.113
H -1.92940 -1.65309 0.08083  0.035
H -1.40251 -3.10995 1.77634  0.067
C 0.12222 -0.44486 0.10420  -0.132
O -0.40617 0.60902 -0.64605  -0.280
H -0.22371 -1.39866 -0.29419  0.053
H 1.20580 -0.55281 0.05617  0.071
H -0.16021 -0.36769 1.15415  0.072
H -1.31460 0.41998 -0.89226  -0.176
C 1.08877 1.40208 1.86710  -0.172
O 1.61140 2.59680 1.34411  -0.093
H 1.29054 0.56077 1.20409  0.041
H 1.47500 1.17764 2.86136  0.083
H 0.00510 1.36913 1.97975  0.066
H 1.48143 2.59900 0.39295  -0.048

The value obtained for the frontier orbital gap is 8.24 eV. As for the relative energy (zero: lowest compared OMol25 entry of this formula, charge and spin): 24.399 eV. Its total charge is 0. For the lowest unoccupied orbital energy, the calculation gives -0.0001 Ha.

=====

# 4
Computed, not measured: a gas-phase ion, C4H3N2O4S (charge -1), with the ωB97M-V functional and the def2-TZVPD basis.

Each line ends with the Löwdin charge.
Geometry (Å):
C 0.59678 0.70833 -2.40304  -0.208
C 0.65050 -0.61759 -1.84944  -0.202
C 0.02204 0.79137 -0.31741  -0.334
C -0.45394 1.32872 0.93886  -0.248
N 0.19772 1.56350 -1.45607  0.066
N 0.35303 -0.52380 -0.58728  0.024
O -1.96304 -0.62630 2.54183  -0.473
O -0.98210 2.32734 1.24074  0.162
O -0.04808 -2.07155 1.77579  -0.323
O 0.36292 0.37908 2.18149  -0.399
S -0.52325 -0.84269 2.74949  0.790
H 0.55825 0.84102 -3.46185  0.060
H 1.02416 -1.59381 -2.28971  0.100
H 0.20501 -1.66363 0.93660  -0.017

The value obtained for the frontier orbital gap is 8.39 eV. As for the relative energy (zero: lowest compared OMol25 entry of this formula, charge and spin): 0.184 eV. Its total charge is -1. For the lowest unoccupied orbital energy, the calculation gives 0.1335 Ha.